(1)
107
Properties=species:S:1:pos:R:3 method="wB97M-V/def2-TZVPD" orbital_gap_ev=10.102 molar_mass_da=1984.95 e_homo_ha=-0.3647 multiplicity=1
C 2.2198 3.3886 -1.1141
C 1.7626 2.9206 -2.5020
O 2.7651 3.0654 -3.4957
C 3.3613 1.8446 -3.8685
C 4.2803 1.2560 -2.8036
C 4.7975 -0.1378 -3.1934
C 4.9792 -1.0992 -2.0131
C 3.7312 -1.3888 -1.1784
C 2.6812 -2.3259 -1.8022
C 3.2895 -3.6312 -2.1036
N 3.5092 -4.7167 -2.4272
C 1.9704 -1.7319 -3.0505
C 0.5289 -1.9895 -2.9974
N -0.5988 -2.2152 -3.0028
H 2.0080 4.4408 -0.9404
H 1.7044 2.8223 -0.3368
H 3.2845 3.2058 -0.9939
H 0.9027 3.5189 -2.7923
H 1.4707 1.8683 -2.4326
H 2.5813 1.1192 -4.1396
H 3.9214 2.0509 -4.7793
H 3.7819 1.2191 -1.8366
H 5.1150 1.9489 -2.7001
H 4.1990 -0.5814 -3.9900
H 5.7876 -0.0005 -3.6260
H 5.4126 -2.0205 -2.3970
H 5.7238 -0.6869 -1.3331
H 3.2015 -0.4807 -0.8884
H 4.0496 -1.8429 -0.2394
H 1.9198 -2.4807 -1.0431
H 2.3724 -2.1230 -3.9800
H 2.1382 -0.6593 -3.0373
C 0.7299 -5.7763 0.1962
Cl -0.5402 -6.8532 0.7708
Cl 0.1121 -4.7397 -1.0859
Cl 1.3925 -4.8062 1.5197
H 1.5318 -6.3793 -0.2144
C -1.2833 -1.0378 1.9812
Cl -1.1751 -1.0107 3.7447
Cl -2.3626 0.2225 1.3952
Cl 0.3226 -0.8630 1.2654
H -1.6833 -1.9987 1.6844
C -3.5939 3.6242 3.4877
Cl -4.4332 3.5191 1.9336
Cl -4.7431 3.8677 4.8055
Cl -2.6169 2.1858 3.7629
H -2.9339 4.4813 3.4553
C -2.2560 7.0936 5.6807
Cl -3.7306 7.5978 4.8531
Cl -1.4153 5.8593 4.7361
Cl -1.2036 8.4758 5.9869
H -2.5299 6.6635 6.6349
C -3.4793 -9.8315 1.4290
Cl -5.1456 -10.2035 1.8776
Cl -3.0401 -8.2029 1.9588
Cl -2.3699 -11.0235 2.1001
H -3.4013 -9.8644 0.3501
C -1.0294 -9.7982 -2.4859
Cl -2.7937 -9.9237 -2.4377
Cl -0.5093 -8.1903 -1.9926
Cl -0.2891 -11.0366 -1.4702
H -0.7121 -9.9613 -3.5077
C -9.0178 -10.3666 1.3549
Cl -8.9098 -10.3961 3.1163
Cl -9.6730 -11.8860 0.7423
Cl -9.9942 -9.0014 0.8117
H -8.0187 -10.2454 0.9570
C 0.3972 7.2541 1.4539
Cl 0.2227 8.7129 2.4321
Cl 1.7232 6.2554 2.0543
Cl -1.1082 6.3382 1.4247
H 0.6298 7.5537 0.4406
C 0.4779 -6.6353 -5.3124
Cl 0.4496 -8.3862 -5.5833
Cl -1.1089 -6.0592 -4.7989
Cl 1.7139 -6.2004 -4.1354
H 0.7220 -6.1588 -6.2523
C -2.3992 4.6819 -3.2950
Cl -2.2553 4.7656 -1.5396
Cl -3.5479 5.8852 -3.8782
Cl -0.8241 4.9031 -4.0676
H -2.7697 3.7004 -3.5588
C 1.3033 5.7388 7.7874
Cl 1.8663 6.4555 6.2767
Cl 1.3453 6.9206 9.0962
Cl -0.3200 5.0603 7.6086
H 1.9740 4.9291 8.0410
C 9.3098 -1.1870 -2.6255
Cl 8.0622 -2.2829 -2.0233
Cl 8.6870 -0.1696 -3.9263
Cl 9.9540 -0.1977 -1.3156
H 10.1174 -1.7847 -3.0264
C -5.0877 -6.7508 4.8083
Cl -4.8914 -7.4701 6.4078
Cl -6.5711 -7.3200 4.0446
Cl -5.0703 -4.9880 4.9108
H -4.2535 -7.0618 4.1944
C -1.2312 11.7728 4.0352
Cl -0.6847 12.5083 2.5257
Cl -1.2076 12.9521 5.3473
Cl -2.8369 11.0744 3.8483
H -0.5455 10.9741 4.2889
C -2.0250 9.9561 -3.5762
Cl -3.7880 9.8622 -3.5780
Cl -1.3167 8.3436 -3.6643
Cl -1.4523 10.9667 -4.9045
H -1.7136 10.4133 -2.6466



(2)
82
Properties=species:S:1:pos:R:3 method="wB97M-V/def2-TZVPD" orbital_gap_ev=5.084 molar_mass_da=810.02 charge=+1 e_homo_ha=-0.3444 multiplicity=1
C 4.3843 -0.7850 1.8242
C 4.6304 -0.5794 0.5492
C 4.8288 -0.1139 -0.9997
C 3.3266 -0.0252 -1.6417
C 2.5517 -1.3949 -1.8449
C 3.2107 -2.8046 -1.4452
C 2.6571 -3.4401 -0.0716
O 2.1274 -2.7730 0.8721
Cl 2.8118 -5.2943 0.0705
C 1.0607 -1.4568 -2.4540
C 0.2617 -2.8544 -2.6049
C -1.2769 -2.7018 -3.0531
C -2.2940 -2.4365 -1.7966
F -2.5578 -3.7803 -1.2673
F -1.5238 -1.7610 -0.7981
C -3.6818 -1.7438 -2.2215
F -4.4090 -2.8415 -2.8788
F -3.5250 -0.8014 -3.3253
C -4.6646 -1.2746 -1.0641
F -4.9119 -2.4736 -0.2517
F -5.9666 -1.0442 -1.6825
C -4.2735 -0.1422 -0.0347
F -5.4996 0.1062 0.7295
F -3.3405 -0.5421 1.0182
S -3.7180 1.5241 -0.6500
F -2.3386 0.9473 -1.3931
F -2.8046 1.7333 0.7823
F -5.0272 2.2813 0.1506
F -4.6564 1.5036 -2.0255
F -3.2151 3.0739 -1.0896
C 0.4423 -0.0431 -2.8445
C 1.2247 1.3404 -2.6385
N 0.5309 2.5481 -3.0574
C 1.2717 3.7597 -2.7995
P 0.4111 5.3995 -3.3185
N 1.3733 6.3543 -4.1769
C 2.7018 3.7302 -2.1296
P 3.5290 5.4387 -1.8011
C 2.3760 6.5274 -0.7164
C 5.0498 5.1265 -0.6766
C 4.4441 4.7011 0.7964
N 3.4708 2.5701 -1.7315
C 2.6619 1.3941 -2.0160
H 4.0570 -0.8196 2.9239
H 5.3585 0.9137 -0.9915
H 5.4858 -0.8909 -1.5595
H 2.9795 -3.5842 -2.2836
H 4.3660 -2.7556 -1.3724
H 0.3045 -3.4046 -1.5757
H 0.8103 -3.5332 -3.3632
H -1.3254 -1.8850 -3.8562
H -1.5737 -3.6972 -3.5754
H -0.6297 0.0168 -3.2928
H -0.0432 5.9987 -2.0782
H -0.7509 5.0909 -4.1123
H 0.8902 6.4891 -5.0864
H 2.9440 7.1068 0.1058
H 1.8786 7.2804 -1.4453
H 1.5332 5.9354 -0.2056
H 5.5802 6.1517 -0.5450
H 5.7615 4.3288 -1.0969
H 3.4826 4.0818 0.6691
H 5.2702 4.0818 1.3179
H 4.2582 5.6535 1.4288
C -3.0442 -4.5882 4.0756
C -2.1125 -3.4405 3.7129
C -1.1048 -3.0917 4.8173
O -1.7591 -2.3869 5.8720
C -2.2123 -3.2176 6.9421
N -2.9461 -2.2178 3.4775
H -3.7913 -4.2993 4.8193
H -3.5890 -4.9294 3.1908
H -2.4805 -5.4381 4.4675
H -1.5930 -3.6655 2.7774
H -0.3636 -2.4001 4.4012
H -0.5562 -3.9681 5.1755
H -1.6286 -4.1347 7.0386
H -3.2665 -3.4600 6.7917
H -2.1315 -2.6491 7.8712
H -3.7839 -2.3933 2.9140
H -2.4026 -1.4699 3.0332
H -3.2338 -1.8462 4.3968



(3)
75
Properties=species:S:1:pos:R:3 method="wB97M-V/def2-TZVPD" orbital_gap_ev="6.462 / 5.670" molar_mass_da=761.16 charge=+3 e_homo_ha="-0.5774 / -0.5981" multiplicity=3
Tc 0.4417 2.7513 -0.1360
N 0.1266 3.2202 1.9553
C 1.1770 4.1425 2.4317
C 1.1616 5.3340 1.4842
N 1.2625 4.8455 0.0971
H -0.7605 3.7396 1.9695
H 0.0172 2.4483 2.6173
H 2.1418 3.6312 2.3961
H 0.9932 4.4620 3.4625
H 1.9747 6.0226 1.7162
H 0.2251 5.8785 1.6121
H 2.2145 4.9462 -0.2468
H 0.7106 5.4532 -0.5078
C -2.8779 -10.9301 -0.1780
O -3.7624 -9.8327 -0.1652
C -3.3572 -8.5957 -0.1344
C -2.0017 -8.1712 -0.0936
C -1.7046 -6.8388 -0.1034
C -2.7239 -5.8501 -0.1428
C -4.0748 -6.2691 -0.1560
C -4.3811 -7.6006 -0.1517
C -2.2890 -4.4904 -0.1796
N -0.9985 -4.1786 -0.2371
C -0.9275 -2.8473 -0.2536
C -2.2250 -2.2850 -0.2082
N -3.0683 -3.3497 -0.1647
C -2.4192 -0.8733 -0.2328
C -3.6741 -0.2480 -0.3114
C -3.7196 1.1256 -0.2759
C -2.5310 1.8437 -0.1367
N -1.3254 1.2974 -0.1446
C -1.2527 -0.0482 -0.2074
C 0.0607 -0.6295 -0.3023
N 1.1083 0.2082 -0.3884
C 2.2986 -0.3177 -0.6214
C 2.5579 -1.6830 -0.7184
C 1.5132 -2.5614 -0.5485
C 0.2355 -2.0322 -0.3525
H -3.5066 -11.8194 -0.1885
H -2.2368 -10.9417 0.7088
H -2.2406 -10.9178 -1.0682
H -1.2031 -8.8960 -0.0483
H -0.6792 -6.5013 -0.0778
H -4.8838 -5.5546 -0.1833
H -5.4033 -7.9476 -0.1710
H -4.0760 -3.3242 -0.1127
H -4.5773 -0.8340 -0.3956
H -4.6472 1.6725 -0.3454
H -2.6043 2.9066 -0.0184
H 3.1301 0.3565 -0.7528
H 3.5607 -2.0273 -0.9143
H 1.6433 -3.6302 -0.5845
C 4.7632 4.0726 1.7041
Ge 4.3716 3.6813 -0.2105
C 4.3954 5.3400 -1.2980
C 5.5812 2.2570 -0.8948
C 2.5660 2.6405 -0.3281
H 5.8401 4.2014 1.7490
H 4.5005 3.2494 2.3572
H 4.3059 4.9896 2.0556
H 5.4377 5.5953 -1.4731
H 3.9438 6.1885 -0.7893
H 3.9242 5.1976 -2.2664
H 6.6010 2.6323 -0.9030
H 5.3215 1.9759 -1.9115
H 5.5531 1.3813 -0.2510
H 2.7539 1.8455 0.3945
H 2.6443 2.2634 -1.3545
F -0.9272 3.9703 -0.8394
P -2.3000 5.6505 -0.7167
F -3.2335 6.8384 -0.4999
F -2.2550 5.0502 0.7927
F -1.8900 5.7605 -2.2178
F -0.9413 6.4064 -0.3303
F -3.3796 4.5566 -1.0605